No. 1
{"formula": "CHN2O5", "method": "ωB97M-V/def2-TZVPD", "total_charge": -1, "e_tot_ha": -524.27565, "max_force_ev_per_a": 4.24, "e_lumo_ha": 0.146, "species": ["H", "N", "N", "O", "O", "C", "O", "O", "O"], "coordinates": [[0.995, -0.631, -0.201], [-0.719, 1.869, 0.106], [-0.682, -1.599, -0.015], [1.486, 0.829, 0.199], [0.348, 2.950, -0.115], [0.517, 1.564, 0.143], [-1.427, -2.381, -0.605], [0.478, -1.489, -0.534], [-0.995, -1.111, 1.023]]}

No. 2
{"formula": "CHN2O5", "method": "ωB97M-V/def2-TZVPD", "total_charge": -1, "e_tot_ha": -524.35370, "max_force_ev_per_a": 3.58, "e_lumo_ha": 0.152, "species": ["N", "H", "C", "O", "O", "O", "N", "O", "O"], "coordinates": [[-0.467, 1.178, -0.598], [-2.250, 1.422, -0.022], [1.881, -1.036, 0.207], [1.865, -0.479, 1.247], [0.236, -0.892, -0.571], [-1.496, 1.947, -0.138], [-0.656, 0.011, -0.174], [-1.646, -0.388, 0.520], [2.534, -1.763, -0.472]]}

No. 3
{"formula": "CHN3O2S", "method": "ωB97M-V/def2-TZVPD", "e_tot_ha": -751.46060, "max_force_ev_per_a": 0.96, "smiles": "On1onnc1=S", "e_lumo_ha": -0.043, "species": ["H", "O", "N", "N", "O", "C", "S", "N"], "coordinates": [[0.597, 1.675, 0.766], [-1.536, 0.051, -0.061], [-0.226, -1.675, -0.062], [-0.257, 0.491, -0.402], [-0.005, 1.744, -0.023], [0.615, -0.538, -0.198], [2.223, -0.443, -0.059], [-1.411, -1.305, 0.039]]}

No. 4
{"formula": "CHN3O3", "method": "ωB97M-V/def2-TZVPD", "e_tot_ha": -428.42698, "max_force_ev_per_a": 1.52, "e_lumo_ha": [-0.127, -0.128], "species": ["C", "O", "O", "H", "N", "N", "N", "O"], "coordinates": [[2.889, 0.362, 0.043], [-2.165, -1.575, 0.557], [-1.370, -0.635, -1.193], [-1.477, 1.268, 0.004], [1.877, 0.993, -0.139], [3.870, -0.309, 0.245], [-1.785, -0.667, -0.084], [-1.840, 0.563, 0.567]]}

No. 5
{"formula": "CHN3OS", "method": "ωB97M-V/def2-TZVPD", "e_tot_ha": -676.27931, "max_force_ev_per_a": 2.90, "e_lumo_ha": -0.030, "species": ["O", "S", "N", "N", "C", "N", "H"], "coordinates": [[1.468, -0.695, -2.315], [0.577, -0.073, -1.322], [-1.038, 1.568, -0.230], [0.516, -0.730, 0.155], [-0.321, -0.267, 1.064], [-0.962, 0.819, 0.604], [-0.240, -0.622, 2.044]]}

No. 6
{"formula": "CHN4O2", "method": "ωB97M-V/def2-TZVPD", "total_charge": -1, "e_tot_ha": -408.26092, "max_force_ev_per_a": 4.74, "e_lumo_ha": 0.169, "species": ["H", "C", "O", "N", "O", "N", "N", "N"], "coordinates": [[-0.099, -0.391, 1.392], [1.657, -0.709, -0.436], [1.856, 0.099, 0.450], [-0.529, -1.013, 0.595], [2.151, -1.314, -1.341], [0.133, -1.269, -0.344], [-1.263, -1.740, -2.775], [-0.907, -0.769, -2.409]]}

No. 7
{"formula": "CHN4S2", "method": "ωB97M-V/def2-TZVPD", "total_charge": -1, "e_tot_ha": -1054.00192, "max_force_ev_per_a": 1.85, "smiles": "S=N/C=N\\N=N\\[S-]", "e_lumo_ha": [0.096, 0.086], "species": ["N", "N", "S", "H", "C", "N", "N", "S"], "coordinates": [[1.239, -0.128, 1.124], [-0.736, 0.290, -2.189], [2.388, -0.188, 2.349], [-0.720, -1.040, 1.843], [-0.029, -0.518, 1.142], [-0.437, 0.359, -1.010], [-0.794, -0.195, 0.045], [-0.910, 1.420, -3.303]]}

No. 8
{"formula": "CHN5O3", "method": "ωB97M-V/def2-TZVPD", "e_tot_ha": -537.90908, "max_force_ev_per_a": 6.07, "e_lumo_ha": [-0.046, -0.046], "species": ["H", "O", "N", "N", "N", "C", "O", "O", "N", "N"], "coordinates": [[0.173, 1.935, -0.411], [-1.988, 0.487, 0.888], [-0.776, -2.443, -0.902], [1.927, -0.350, 0.533], [1.272, 0.370, 0.005], [-0.684, -1.343, -0.610], [2.250, -1.411, 0.920], [-0.684, 2.024, -0.023], [-0.429, -0.015, -0.602], [-1.062, 0.745, 0.203]]}

No. 9
{"formula": "CHNO2S", "method": "ωB97M-V/def2-TZVPD", "e_tot_ha": -641.98451, "max_force_ev_per_a": 1.54, "e_lumo_ha": -0.001, "species": ["S", "O", "H", "C", "N", "O"], "coordinates": [[-0.851, -1.360, 0.155], [2.140, 1.099, 0.104], [-1.246, 0.564, -0.675], [0.469, -0.453, 0.587], [1.281, 0.277, 0.137], [-1.793, -0.127, -0.308]]}

No. 10
{"formula": "CHNO3", "method": "ωB97M-V/def2-TZVPD", "e_tot_ha": -319.10610, "max_force_ev_per_a": 3.60, "smiles": "O=C=O.N=O", "e_lumo_ha": -0.025, "species": ["C", "O", "O", "H", "O", "N"], "coordinates": [[2.390, 0.276, 0.029], [2.872, 1.173, 0.607], [-0.581, 0.480, 0.350], [0.230, 1.989, -0.613], [2.114, -0.697, -0.495], [0.000, 1.521, 0.415]]}

No. 11
{"formula": "CHNO3", "method": "ωB97M-V/def2-TZVPD", "e_tot_ha": -319.06181, "max_force_ev_per_a": 3.22, "e_lumo_ha": [0.009, 0.011], "species": ["O", "O", "C", "O", "H", "N"], "coordinates": [[-2.153, 0.480, 0.490], [2.039, -1.904, -0.570], [1.873, -0.795, -0.427], [1.728, 0.329, -0.185], [-1.863, 1.044, 1.277], [-1.624, 0.845, -0.585]]}

No. 12
{"formula": "CHNO3S", "method": "ωB97M-V/def2-TZVPD", "e_tot_ha": -717.35183, "max_force_ev_per_a": 4.62, "e_lumo_ha": -0.047, "species": ["N", "O", "O", "C", "S", "H", "O"], "coordinates": [[1.086, -1.036, 0.080], [3.211, -0.103, -0.276], [-1.229, 1.038, -0.691], [2.186, -0.608, -0.072], [-2.458, 1.412, -0.102], [0.185, -1.073, 0.422], [-2.981, 0.370, 0.640]]}

No. 13
{"formula": "CHNOS", "method": "ωB97M-V/def2-TZVPD", "e_tot_ha": -566.70891, "max_force_ev_per_a": 6.16, "e_lumo_ha": -0.066, "species": ["O", "C", "N", "S", "H"], "coordinates": [[-1.414, -1.304, 0.005], [0.401, 0.530, -0.472], [-0.308, -0.435, 0.189], [1.432, 1.681, -0.834], [-0.111, -0.472, 1.112]]}

No. 14
{"formula": "CHNOS", "method": "ωB97M-V/def2-TZVPD", "e_tot_ha": -566.72604, "max_force_ev_per_a": 5.04, "smiles": "S=C1NO1", "e_lumo_ha": -0.013, "species": ["N", "C", "S", "H", "O"], "coordinates": [[0.992, 0.033, -0.499], [-0.713, 0.128, -0.085], [-1.996, -0.736, 0.101], [1.505, -0.386, 0.225], [0.211, 0.961, 0.258]]}

No. 15
{"formula": "CHNS4", "method": "ωB97M-V/def2-TZVPD", "e_tot_ha": -1686.15253, "max_force_ev_per_a": 2.71, "e_lumo_ha": [-0.089, -0.089], "species": ["C", "S", "S", "S", "S", "H", "N"], "coordinates": [[1.029, 0.876, 0.124], [-2.302, 0.134, 1.727], [-1.950, -1.528, 0.823], [-1.449, -1.369, -1.049], [1.910, -0.398, -0.660], [2.210, 0.565, -1.684], [0.552, 1.718, 0.718]]}

No. 16
{"formula": "CHO3S3", "method": "ωB97M-V/def2-TZVPD", "total_charge": -1, "e_tot_ha": -1459.00795, "max_force_ev_per_a": 2.27, "e_lumo_ha": 0.031, "species": ["C", "O", "S", "O", "H", "S", "O", "S"], "coordinates": [[1.585, 0.066, -2.546], [-2.156, -0.054, 4.573], [-2.154, 0.301, 3.160], [-3.450, 0.184, 2.507], [1.253, 1.068, -2.284], [1.951, -0.277, -4.131], [1.283, -0.272, -0.020], [1.687, -1.015, -1.260]]}

No. 17
{"formula": "CHO4", "method": "ωB97M-V/def2-TZVPD", "total_charge": 1, "e_tot_ha": -338.97456, "max_force_ev_per_a": 5.27, "e_lumo_ha": -0.274, "species": ["O", "O", "H", "O", "C", "O"], "coordinates": [[1.304, 1.427, -0.323], [-2.353, 0.245, 2.272], [-0.197, 0.234, -0.009], [0.594, 0.348, -0.690], [-1.585, 0.243, 1.446], [0.623, 1.501, -1.481]]}

No. 18
{"formula": "CI3NOS", "method": "ωB97M-V/def2-TZVPD", "e_tot_ha": -1459.25801, "max_force_ev_per_a": 3.26, "e_lumo_ha": [-0.087, -0.087], "species": ["I", "N", "I", "O", "C", "S", "I"], "coordinates": [[-1.160, 0.406, -2.813], [1.204, 0.060, 0.243], [0.920, -0.861, -1.445], [-1.901, -0.393, 0.368], [-1.181, -0.464, 1.248], [-0.153, -0.657, 2.334], [2.270, 1.908, 0.065]]}

No. 19
{"formula": "CIN3O", "method": "ωB97M-V/def2-TZVPD", "e_tot_ha": -575.22291, "max_force_ev_per_a": 2.90, "smiles": "N#[N+][O-].N#CI", "e_lumo_ha": -0.011, "species": ["I", "N", "O", "C", "N", "N"], "coordinates": [[-3.204, -0.067, 0.059], [2.164, -0.020, 0.942], [1.196, -1.378, -0.579], [-1.437, 0.836, -0.230], [1.698, -0.692, 0.199], [-0.416, 1.321, -0.390]]}

No. 20
{"formula": "CIN3S", "method": "ωB97M-V/def2-TZVPD", "e_tot_ha": -898.19112, "max_force_ev_per_a": 4.29, "smiles": "Ic1nnns1", "e_lumo_ha": -0.011, "species": ["N", "N", "I", "S", "C", "N"], "coordinates": [[-0.098, -1.047, 0.051], [-1.360, -0.721, -0.021], [2.758, -0.176, -0.003], [-0.288, 1.468, 0.016], [0.628, -0.030, -0.002], [-1.640, 0.506, -0.041]]}